DFT (ωB97M-V/def2-TZVPD) results for a structure of composition C29H54CoP2Si.

Each line ends with the Mulliken charge.
Cartesian coordinates (Å):
Co: 2.1963 -1.6515 -1.7672  -0.2102
C: -1.4081 -1.1989 -1.2820  0.9771
C: -1.4851 0.1762 -1.6568  0.4163
C: 0.2004 -0.8003 -2.8793  -0.1178
C: -0.3452 -1.7995 -2.0241  1.8079
C: -0.3966 0.4555 -2.5201  -0.3022
C: -2.1832 -1.9008 -0.2434  -1.5203
H: -2.1946 -1.3197 0.6849  0.2505
H: -1.7386 -2.8759 -0.0121  0.2220
H: -3.2197 -2.0908 -0.5476  0.3660
C: 0.1637 -3.1944 -2.0110  -1.3304
H: -0.3122 -3.7758 -1.2116  0.1887
H: 1.3163 -3.1893 -1.8390  0.3239
H: -0.0301 -3.7277 -2.9617  0.3399
C: 1.0906 -1.0931 -4.0384  -1.3685
H: 0.7009 -1.9403 -4.6301  0.3605
H: 2.1071 -1.4404 -3.6784  0.0725
H: 1.1942 -0.2112 -4.6835  0.4099
C: 0.0738 1.7889 -2.9296  -1.5894
H: -0.7485 2.4306 -3.2794  0.5199
H: 0.8139 1.7357 -3.7362  0.3520
H: 0.5568 2.3358 -2.0991  -0.0198
C: -2.4793 1.2342 -1.3059  -0.6459
H: -3.1528 1.3906 -2.1627  0.5484
H: -1.9531 2.1991 -1.2347  0.4629
H: -3.5899 -0.0080 0.1264  0.6795
C: 0.5123 -0.1910 2.7492  -0.0415
C: -0.7565 -0.1423 3.2131  -0.6124
C: -1.6168 1.0990 3.2595  0.0278
C: -0.8844 2.4422 3.0035  -1.1078
C: -0.4909 2.6558 1.5677  0.2112
C: 0.6467 2.2614 0.9595  -0.1367
C: 1.8538 1.6774 1.6319  -0.0916
C: 1.5760 0.8551 2.8797  -1.3195
H: -2.1074 1.1690 4.2496  0.4262
H: -0.0363 2.5537 3.6915  0.4981
H: -2.4248 0.9991 2.4905  -0.2109
H: 1.2948 1.5025 3.7028  0.2626
H: 0.8928 -1.1211 2.3707  0.1082
H: -1.2366 -1.0242 3.6934  0.4108
H: 2.5120 0.3745 3.1880  0.5499
H: 2.3330 1.0825 0.8464  -0.3682
H: 0.7769 2.4137 -0.0954  0.1403
H: 2.6241 2.4104 1.9328  0.4833
H: -1.5943 3.2383 3.2839  0.2449
H: -1.2548 3.1463 0.9574  0.2225
P: 2.0256 -4.1500 0.3204  0.6515
C: 1.3331 -5.7937 -0.2406  -1.3226
H: 1.5425 -6.5838 0.4959  0.4218
H: 1.7899 -6.0788 -1.1946  0.3743
H: 0.2470 -5.7325 -0.3806  0.4034
C: 3.5869 -4.8801 1.0071  -1.2913
H: 3.3761 -5.7434 1.6558  0.4095
H: 4.1126 -4.1101 1.5835  0.3698
H: 4.2240 -5.1958 0.1724  0.3684
C: 1.0743 -4.2263 1.9277  -1.2588
H: 1.3481 -5.1233 2.5051  0.4468
H: -0.0062 -4.2587 1.7324  0.3400
H: 1.2846 -3.3408 2.5368  0.3937
P: 3.8310 -0.4037 -2.4879  1.0158
C: 3.3440 1.1304 -3.3947  -1.2045
H: 4.2499 1.7215 -3.5777  0.5849
H: 2.6822 1.7189 -2.7445  0.1406
H: 2.8401 0.9321 -4.3469  0.3311
C: 4.5771 0.5314 -1.0961  -1.2455
H: 5.4194 1.1189 -1.4913  0.4590
H: 4.9127 -0.1645 -0.3201  0.4031
H: 3.8094 1.2081 -0.6906  0.3373
C: 5.2993 -1.0051 -3.4408  -1.2376
H: 6.0823 -0.2305 -3.4831  0.3797
H: 5.0365 -1.2799 -4.4742  0.3970
H: 5.7345 -1.8960 -2.9728  0.3667
C: -3.5988 4.9319 1.7344  -0.9748
Si: -4.6089 3.3339 1.6480  -0.0573
C: -4.9545 2.7082 3.3935  -0.8093
C: -6.2605 3.7576 0.8451  -1.0740
C: -3.6911 2.0614 0.6800  -1.4556
C: -3.3388 1.0376 -0.0619  0.6991
H: -4.2668 5.7778 1.9665  0.4021
H: -3.1280 5.1258 0.7588  0.3170
H: -2.8096 4.8959 2.4999  0.2931
H: -5.2459 3.5426 4.0509  0.3477
H: -5.7821 1.9822 3.3737  0.3157
H: -4.0728 2.2138 3.8272  0.1412
H: -6.1319 3.8825 -0.2398  0.3091
H: -6.9971 2.9587 1.0149  0.3004
H: -6.6670 4.6946 1.2555  0.3205

Cartesian forces (eV/Å) of the 6 atoms listed first:
-1.2 -0.5 0.2
-0.6 2.5 0.1
0.0 -1.4 0.7
0.5 -1.2 1.1
1.6 1.2 -1.8
-0.7 -0.7 0.0

Properties
M, g mol⁻¹: 551.718
Charge: +1
Maximum force, eV Å⁻¹: 2.73
<S²>: 6.045
Multiplicity: 5
Total energy, eV: -95019.77245
LUMO energy (alpha / beta), eV: -2.22 / -4.33